# 1
ORCA calculation (the ωB97M-V functional and the def2-TZVPD basis) on a 14-piece molecular cluster, BF4H26O13 overall in a non-equilibrium geometry.

XYZ file:
```
44
Properties=species:S:1:pos:R:3:forces:R:3
B 0.2679 -0.1472 -0.9112 1.069 2.220 0.921
F 0.5776 -1.0969 0.0400 -0.481 -0.752 0.930
F -0.3422 1.0493 -0.3295 0.535 -0.769 0.133
F 1.5130 0.2115 -1.4700 0.580 0.529 -0.384
F -0.5466 -0.5604 -1.8804 -1.551 -1.245 -1.558
O 3.3344 -1.2213 3.9986 -0.153 -0.093 0.244
H 4.1321 -0.8802 4.4030 0.170 0.091 0.113
H 3.5517 -1.3019 3.0699 -0.086 -0.005 -0.336
O -3.5474 -0.7564 2.8966 -0.331 0.033 0.010
H -3.1735 -1.0359 3.7322 0.130 -0.054 0.238
H -2.7933 -0.6684 2.3137 0.250 0.061 -0.276
O -5.5587 3.2420 1.5125 -0.142 0.120 -0.223
H -5.9631 3.6677 2.2685 -0.068 0.106 0.172
H -4.9762 2.5835 1.8910 0.225 -0.255 0.057
O 1.8192 3.9171 2.4873 -0.100 0.228 0.225
H 2.7715 3.9722 2.5660 0.199 0.007 0.027
H 1.6730 3.3074 1.7641 -0.182 -0.288 -0.276
O -2.0156 3.7757 4.9782 -0.285 0.008 0.113
H -1.4481 3.6820 4.2131 0.165 -0.067 -0.286
H -1.4329 4.0819 5.6731 0.136 0.056 0.146
O 2.1856 2.9303 -4.9923 0.090 0.176 -0.319
H 1.4821 2.4253 -4.5846 -0.232 -0.181 0.184
H 2.9006 2.9026 -4.3565 0.122 -0.048 0.190
O 6.1101 -2.2229 -1.3694 0.303 0.024 0.029
H 5.3227 -1.6821 -1.4299 -0.270 0.211 -0.025
H 5.7820 -3.1215 -1.3360 -0.079 -0.208 0.003
O 0.8138 -2.0362 -6.5255 -0.125 -0.017 -0.312
H 1.5794 -1.5134 -6.2870 0.140 0.200 0.089
H 0.7531 -2.7001 -5.8387 -0.079 -0.194 0.261
O -0.6815 -2.0002 5.8962 -0.265 -0.064 -0.102
H -0.5480 -2.4350 6.7385 -0.008 -0.104 0.210
H 0.2011 -1.7844 5.5950 0.295 0.141 -0.202
O -3.7795 -1.3337 -7.1388 -0.191 -0.040 -0.246
H -4.1764 -1.2548 -6.2714 -0.088 0.042 0.221
H -2.8382 -1.3723 -6.9695 0.324 0.001 0.033
O 0.1973 -5.0450 -3.2392 0.077 -0.229 -0.286
H 0.8736 -4.7801 -2.6158 0.145 0.150 0.164
H -0.6228 -4.7502 -2.8432 -0.215 0.166 0.099
O -0.1676 -5.3433 3.3607 0.022 -0.324 0.074
H -0.5061 -4.6523 3.9301 -0.127 0.240 0.155
H 0.2858 -4.8756 2.6593 0.090 0.148 -0.212
O -1.2934 6.4172 -2.0853 -0.162 0.199 -0.133
H -0.4897 6.8616 -1.8155 0.186 0.093 0.049
H -1.2267 5.5444 -1.6980 -0.033 -0.314 0.086
```
Forces are in eV/Å.

Computed properties:
Energy above the lowest of the compared OMol25 structures with the same formula, charge and spin: 2.650 eV
HOMO-LUMO gap: 10.37 eV
E_tot: -38594.375 eV
E_HOMO: -8.393 eV
Total charge: -1

=====

# 2
ORCA calculation (the ωB97M-V functional and the def2-TZVPD basis) on BF4H2OSn as an isolated structure in a non-equilibrium geometry.

XYZ file:
```
9
Properties=species:S:1:pos:R:3:forces:R:3
Sn -25.6076 -9.1827 12.6118 -0.059 -1.641 -2.908
B -26.3109 -11.1987 10.0898 -1.187 -1.537 -2.272
F -25.2820 -10.2200 10.1759 1.297 1.198 0.954
F -25.9045 -12.5007 10.0088 0.507 0.756 0.902
F -26.9642 -10.8986 11.3575 -0.108 0.908 2.228
F -27.1692 -10.9498 9.0461 0.299 0.662 0.701
O -23.2935 -7.9413 11.3565 -0.740 -0.112 0.455
H -23.4696 -7.2034 10.7566 0.011 -0.117 -0.118
H -22.4234 -7.7513 11.7329 -0.018 -0.118 0.058
```
Forces are in eV/Å.

Computed properties:
Energy above the lowest of the compared OMol25 structures with the same formula, charge and spin: 0.000 eV
HOMO-LUMO gap: 7.27 eV
E_tot: -19454.293 eV
E_HOMO: -15.652 eV
Total charge: +1

=====

HOMO-LUMO gap of number 2 (BF4H2OSn)?
7.27 eV

=====

Look up the E_tot of the second one.
-19454.293 eV

=====

HOMO-LUMO gap of number 2 (BF4H2OSn)?
7.27 eV